No. 1
Entry from the Open Molecules 2025 dataset: a cluster of 14 separate species, C4H34O15 in total at a distorted geometry (the ωB97M-V functional and the def2-TZVPD basis).

Element x y z (Å)
C (-1.8676, -3.0854, 1.8942)
O (-1.6332, -4.4719, 1.7537)
C (-1.1868, -2.1710, 0.8789)
C (-1.9042, -0.8156, 0.9702)
C (-1.6073, 0.2014, -0.0996)
O (-0.4337, 0.5216, -0.1418)
H (-1.5312, -2.8559, 2.9144)
H (-2.9705, -2.9617, 1.8927)
H (-0.7790, -4.7021, 2.1299)
H (-1.2988, -2.5319, -0.1611)
H (-0.1189, -2.0407, 1.1879)
H (-2.9682, -1.0076, 0.8305)
H (-1.8671, -0.5371, 2.0203)
H (-2.4225, 0.6457, -0.6758)
H (-2.4041, -4.9499, -0.8271)
H (-2.0977, -3.8084, -1.8927)
O (-2.2167, -4.7478, -1.7528)
H (2.0663, -1.8807, 4.2243)
H (1.3446, -0.9354, 3.4374)
O (1.3183, -1.2749, 4.3437)
H (3.2164, -3.3942, 1.9187)
H (2.3578, -2.1543, 1.6944)
O (2.3045, -3.0907, 1.9774)
H (1.4257, 1.6974, 2.8324)
H (0.8514, 0.7103, 3.8979)
O (0.6429, 1.2069, 3.0948)
H (2.0337, -0.2672, 0.3191)
H (1.1074, -0.2107, 1.4694)
O (2.0399, -0.4342, 1.2778)
H (-2.3714, 4.3057, -3.0672)
H (-1.6795, 3.8647, -1.7379)
O (-2.5217, 3.9061, -2.2065)
H (1.4729, 3.4268, -3.8951)
H (0.7352, 2.6645, -2.7913)
O (0.5954, 3.2741, -3.5206)
H (0.8496, 4.3232, 3.3504)
H (1.5895, 3.0882, 3.6781)
O (1.5573, 3.7699, 2.9935)
H (-2.6293, 1.3745, -3.1467)
H (-1.3568, 2.0630, -3.7522)
O (-1.8947, 1.2563, -3.7528)
H (-1.1463, -0.8306, -3.4471)
H (-1.0869, -2.3089, -3.1132)
O (-1.1209, -1.4412, -2.6954)
H (3.6514, 2.0382, -2.0961)
H (2.4536, 3.0275, -1.7753)
O (3.0432, 2.6811, -2.4590)
H (1.9883, 3.5469, 0.9394)
H (1.4297, 2.3863, 0.3165)
O (1.6937, 3.2852, 0.0474)
H (0.5326, 0.2545, -2.2508)
H (1.0955, -1.0872, -1.7859)
O (1.3620, -0.1830, -2.0217)

Summary:
Highest occupied orbital energy (hartree): -0.379
Electronic energy (eV): -35411.85802
M (g mol⁻¹): 322.301
Largest force on an atom (eV/Å): 3.62
ΔE to the lowest compared entry with this formula, charge and spin (kcal/mol): 15.8
E_LUMO (eV): 0.03

---

No. 2
Entry from the Open Molecules 2025 dataset: a cluster of 13 separate species, C4H35NO12S in total at a distorted geometry (the ωB97M-V functional and the def2-TZVPD basis).

Element x y z (Å)
C (0.7029, 1.5695, 0.7304)
C (0.2108, 0.5471, -0.4485)
C (-0.6841, -0.5044, 0.1765)
S (-1.2890, -1.5296, -1.1246)
C (-2.8233, -2.4084, -0.7924)
N (-0.1040, 2.7368, 0.7658)
H (0.7296, 1.0115, 1.7371)
H (1.6995, 1.8208, 0.5026)
H (-0.1774, 1.2931, -1.1458)
H (1.1806, 0.2544, -0.9678)
H (-0.0068, -1.1766, 0.7634)
H (-1.3908, 0.0279, 0.8160)
H (-2.8381, -3.1099, 0.1398)
H (-3.2969, -2.8518, -1.7329)
H (-3.5945, -1.6862, -0.4958)
H (-1.0326, 2.6281, 1.2437)
H (0.2045, 3.4632, 1.2962)
H (-3.1272, 1.3663, 1.0513)
H (-3.2466, 1.4025, -0.5538)
O (-3.7214, 1.2939, 0.3489)
H (2.0227, -2.0130, 3.0435)
H (1.5505, -2.2710, 1.5275)
O (1.5076, -2.7243, 2.4479)
H (2.1542, -0.5508, -3.2079)
H (2.1374, 0.9786, -3.2300)
O (2.2195, 0.2962, -3.7710)
H (2.5968, -1.7032, -1.5599)
H (3.9583, -1.3139, -1.1886)
O (3.1792, -0.9729, -1.4911)
H (0.3566, -0.8420, 4.3437)
H (-0.0177, -1.4155, 2.9152)
O (-0.0821, -0.6729, 3.4692)
H (-3.5150, -0.9270, 1.8961)
H (-2.9037, -1.7208, 3.0232)
O (-2.9837, -0.8694, 2.6973)
H (-1.0905, 0.4253, -4.2014)
H (0.3782, 0.5176, -3.9710)
O (-0.3880, 1.0436, -4.0300)
H (0.8692, -3.8145, 0.4794)
H (0.8147, -3.2206, -0.8702)
O (1.5166, -3.5369, -0.2539)
H (3.2892, -0.1548, 0.1840)
H (2.7745, 0.1269, 1.6059)
O (3.1577, -0.5125, 1.0325)
H (-0.8057, 0.9805, 3.2845)
H (-2.1165, 0.6210, 2.9616)
O (-1.6547, 1.4038, 2.9871)
H (1.8926, 3.0841, -2.1576)
H (3.2015, 2.3549, -2.7251)
O (2.5708, 2.4457, -2.1016)
H (-1.0068, 3.2252, -1.1054)
H (-1.2728, 2.5534, -2.4732)
O (-1.7057, 3.0308, -1.8708)

Summary:
Highest occupied orbital energy (hartree): -0.330
Electronic energy (eV): -41608.78630
M (g mol⁻¹): 321.386
Largest force on an atom (eV/Å): 7.93
ΔE to the lowest compared entry with this formula, charge and spin (kcal/mol): 39.2
E_LUMO (eV): -0.08

---

No. 3
Entry from the Open Molecules 2025 dataset: a cluster of 14 separate species, C4H36NO14S2 in total at a distorted geometry (the ωB97M-V functional and the def2-TZVPD basis).

Element x y z (Å)
N (-0.9720, -1.1545, 0.5970)
C (-1.1427, -0.3637, 1.9218)
C (-2.3940, -0.8317, 2.6839)
O (-2.5440, -0.4840, 3.7907)
C (0.0581, -0.5830, 2.8996)
S (1.6311, 0.1601, 2.1801)
S (2.1844, 1.6252, 3.1486)
C (1.2307, 3.0782, 2.6224)
H (-1.8685, -1.8272, 0.5539)
H (-0.1429, -1.7848, 0.6030)
H (-1.0401, -0.4841, -0.1174)
H (-1.2482, 0.6795, 1.6414)
H (-3.0538, -1.5369, 1.9993)
H (-0.1928, -0.0263, 3.8053)
H (-0.0421, -1.6556, 3.1912)
H (0.2444, 2.9468, 2.2135)
H (1.1255, 3.6951, 3.5500)
H (1.8649, 3.5000, 1.8499)
H (3.3067, -3.1744, -0.5581)
H (3.4787, -3.4373, -2.0405)
O (2.7811, -3.0649, -1.3915)
H (0.2096, -5.1768, -0.3508)
H (0.9792, -3.8774, -0.7056)
O (0.0894, -4.2187, -0.5149)
H (-3.4987, 4.2580, -1.7028)
H (-2.1778, 3.4021, -2.0101)
O (-3.1892, 3.3081, -1.8899)
H (1.2767, 1.0274, -2.9267)
H (1.1460, 1.6560, -4.3164)
O (0.7000, 1.5983, -3.4766)
H (5.2673, -0.1121, -1.1935)
H (5.0863, 1.1766, -2.1227)
O (4.7251, 0.2365, -1.9230)
H (-3.4210, -0.5847, -0.2103)
H (-4.2910, -1.9234, -0.1202)
O (-3.5311, -1.4901, 0.2199)
H (-2.2014, -2.6321, -2.2773)
H (-0.7322, -3.0420, -2.0420)
O (-1.2579, -2.2298, -2.2401)
H (2.7903, -4.3303, 1.4138)
H (3.2842, -3.3774, 2.2411)
O (3.0526, -3.4864, 1.3435)
H (3.0341, -0.0020, -2.2613)
H (2.2185, -1.2990, -2.1324)
O (2.1107, -0.3261, -2.1240)
H (-3.5239, 1.3319, -0.7885)
H (-2.2293, 0.7999, -1.4364)
O (-2.7877, 0.9160, -0.5416)
H (-1.1111, 1.1608, -3.3130)
H (-1.1293, -0.2834, -2.8222)
O (-1.6746, 0.4824, -2.8091)
H (-1.8228, 2.2108, 4.6904)
H (-2.6264, 3.1731, 3.9181)
O (-1.7640, 2.9741, 4.1845)
H (0.5189, 4.2484, -1.5196)
H (2.0046, 4.4247, -1.4269)
O (1.2116, 4.7305, -1.9571)

Summary:
Highest occupied orbital energy (hartree): -0.416
Electronic energy (eV): -56550.83287
M (g mol⁻¹): 386.459
Net charge: +1
Largest force on an atom (eV/Å): 6.66
ΔE to the lowest compared entry with this formula, charge and spin (kcal/mol): 52.5
E_LUMO (eV): -2.57

---

No. 4
Entry from the Open Molecules 2025 dataset: a cluster of 14 separate species, C4H36NO16 in total at a distorted geometry (the ωB97M-V functional and the def2-TZVPD basis).

Element x y z (Å)
C (2.6247, 1.0063, 1.9465)
O (4.0066, 1.1335, 1.7024)
C (1.9370, 0.3036, 0.7166)
C (0.6252, 1.0198, 0.4094)
C (0.6270, 1.4888, -1.0477)
O (-0.3990, 0.9828, -1.8017)
O (1.1364, 2.4890, -1.4642)
N (1.6661, -1.1213, 1.2123)
H (2.4504, 0.3384, 2.7979)
H (2.1685, 1.9668, 2.2214)
H (4.2490, 2.0567, 1.6212)
H (2.7425, 0.1810, 0.0059)
H (0.3933, 1.8459, 1.0787)
H (-0.3268, 0.5022, 0.5640)
H (-0.5967, 0.0697, -1.5930)
H (1.1328, -1.0291, 2.0862)
H (2.4965, -1.6986, 1.3491)
H (1.1729, -1.7194, 0.5316)
H (-2.8975, -1.1567, -2.8518)
H (-2.5939, -0.3100, -4.0360)
O (-2.1459, -0.8601, -3.3820)
H (-1.1697, -1.5996, 3.0608)
H (-0.2375, -2.4071, 3.9447)
O (-0.2343, -1.6385, 3.3644)
H (2.7020, 4.0512, -0.4684)
H (1.7064, 5.2085, -0.4889)
O (2.4542, 4.8564, 0.0078)
H (-1.6000, -1.4645, 0.5568)
H (-2.9102, -0.9915, 1.1703)
O (-2.0523, -1.3984, 1.4208)
H (-3.8560, 1.5184, 0.9309)
H (-4.6814, 0.4309, 1.6722)
O (-3.8033, 0.6215, 1.3307)
H (-4.0947, 2.5013, -1.1169)
H (-3.5345, 3.5053, -0.2717)
O (-4.1362, 2.7457, -0.1869)
H (0.4093, 4.0152, 2.4288)
H (1.5768, 4.3832, 1.5185)
O (1.2408, 3.6578, 2.0994)
H (-0.5567, -1.5151, -1.6356)
H (-0.3305, -2.8636, -0.8901)
O (-0.6245, -1.9553, -0.7865)
H (0.0069, -2.6232, -4.2178)
H (-0.1491, -3.5550, -3.1941)
O (0.1951, -2.6549, -3.2640)
H (1.3828, -4.2446, 1.2067)
H (0.8529, -4.8262, 0.0265)
O (1.5284, -4.1691, 0.2518)
H (-0.0248, 3.8569, -2.6613)
H (-1.3655, 3.0253, -2.6239)
O (-0.9119, 3.8057, -2.3085)
H (2.2726, -2.5136, -1.7518)
H (1.9122, -1.1855, -2.3096)
O (1.9010, -1.6669, -1.4742)
H (-1.2638, -3.8055, 1.5593)
H (-1.9677, -4.4439, 0.3595)
O (-1.1062, -4.1504, 0.6739)

Summary:
Highest occupied orbital energy (hartree): -0.478
Electronic energy (eV): -38976.67619
M (g mol⁻¹): 354.323
Net charge: +1
Largest force on an atom (eV/Å): 3.01
ΔE to the lowest compared entry with this formula, charge and spin (kcal/mol): 13.1
E_LUMO (eV): -2.63

---

No. 5
Entry from the Open Molecules 2025 dataset: a cluster of 15 separate species, C4H36O17 in total at a distorted geometry (the ωB97M-V functional and the def2-TZVPD basis).

Element x y z (Å)
O (-2.4144, -4.1567, 1.8958)
C (-2.1978, -3.1171, 1.3446)
O (-3.1530, -2.4124, 0.6894)
C (-0.9257, -2.3124, 1.4128)
C (-0.6400, -1.3479, 0.2772)
C (0.2558, -0.2098, 0.7194)
O (-0.0164, -2.1729, -0.7206)
H (-3.9503, -2.9527, 0.5955)
H (-0.0850, -2.9754, 1.5746)
H (-1.0762, -1.7123, 2.3154)
H (-1.5489, -0.9470, -0.1687)
H (0.3863, 0.5525, -0.0452)
H (1.2703, -0.6157, 0.8143)
H (-0.0516, 0.2770, 1.6442)
H (0.2563, -1.6773, -1.5202)
H (-2.0117, 0.5626, -1.3791)
H (-3.2881, -0.2342, -1.4780)
O (-2.8202, 0.4967, -1.9018)
H (1.0240, 4.0094, 1.3054)
H (-0.3128, 3.4273, 0.7614)
O (0.0747, 3.9933, 1.4353)
H (-2.1569, -3.7437, -1.5566)
H (-1.8585, -2.4678, -2.1806)
O (-2.5535, -3.1455, -2.2036)
H (-1.9500, 1.7903, -3.6956)
H (-0.8354, 2.0816, -2.7097)
O (-0.9910, 1.8941, -3.6441)
H (3.6461, -1.3382, 2.0585)
H (2.7014, -1.5561, 3.1803)
O (3.2616, -0.8673, 2.8029)
H (2.2012, 1.5692, 0.1082)
H (3.0390, 2.1417, -0.9445)
O (2.1508, 1.7706, -0.8575)
H (-1.6745, 2.1430, 2.4852)
H (-0.6676, 2.0302, 3.6131)
O (-1.5380, 1.7196, 3.3393)
H (3.0739, 0.3652, -4.1697)
H (3.1556, -1.0222, -3.3492)
O (2.6243, -0.4305, -3.8852)
H (2.0393, -3.6189, -1.2757)
H (2.2289, -2.1876, -1.5094)
O (2.7574, -2.9776, -1.3468)
H (-2.0852, 3.0447, -0.0724)
H (-3.3568, 2.4000, 0.3916)
O (-2.4001, 2.2988, 0.4527)
H (0.5509, -0.6011, 4.4663)
H (-0.8401, -0.1425, 4.2268)
O (-0.3104, -0.9503, 4.2023)
H (1.1758, 2.5476, -1.3246)
H (0.0582, 3.4412, -1.9800)
O (0.2784, 2.9173, -1.1992)
H (-0.5055, 0.1461, -2.8908)
H (1.0244, -0.2947, -3.2668)
O (0.1457, -0.5610, -2.9189)
H (2.3043, 2.1681, 2.2676)
H (3.5855, 1.2003, 2.1287)
O (2.9453, 1.7604, 1.6857)

Summary:
Highest occupied orbital energy (hartree): -0.369
Electronic energy (eV): -39540.42138
M (g mol⁻¹): 356.315
Largest force on an atom (eV/Å): 3.77
ΔE to the lowest compared entry with this formula, charge and spin (kcal/mol): 0.0
E_LUMO (eV): -0.32